[1]
The following is a DFT calculation (ωB97M-V/def2-TZVPD) of C34H38F6N10PSV as an isolated structure.

Values from the calculation:
<S²>: 0.771
Total charge: +3
Relative energy (zero: lowest compared OMol25 entry of this formula, charge and spin): 5.9 kJ/mol
Spin multiplicity: 2
Orbital gap (spin up / spin down): 5.03 / 5.67 eV
LUMO (spin up / spin down): -0.4169 / -0.3934 Ha

Positions of all 91 atoms, in Å:
1 V 0.03 0.23 0.01
2 C 1.16 -0.01 4.16
3 C 1.15 -0.16 2.77
4 N 0.19 0.42 2.06
5 C -0.75 1.17 2.68
6 C -0.72 1.27 4.06
7 N 0.22 0.68 4.79
8 C -1.74 1.78 1.77
9 C -2.77 2.61 2.11
10 C -3.62 3.11 1.11
11 C -3.40 2.70 -0.21
12 C -2.37 1.83 -0.49
13 N -1.54 1.42 0.48
14 C -2.07 1.21 -1.79
15 C -2.77 1.37 -2.97
16 N -2.42 0.73 -4.09
17 C -1.37 -0.07 -4.05
18 C -0.63 -0.25 -2.87
19 N -1.00 0.39 -1.77
20 C -4.73 4.02 1.44
21 C -5.50 3.82 2.58
22 C -6.53 4.70 2.85
23 N -6.81 5.75 2.07
24 C -6.07 5.94 0.99
25 C -5.02 5.11 0.62
26 H 1.93 -0.47 4.76
27 H 1.88 -0.76 2.25
28 H -1.48 1.84 4.60
29 H -2.92 2.91 3.14
30 H -4.07 3.04 -0.99
31 H -3.63 2.02 -3.04
32 H -1.09 -0.58 -4.96
33 H 0.23 -0.91 -2.83
34 H -5.32 2.98 3.25
35 H -7.16 4.57 3.72
36 H -6.32 6.81 0.39
37 H -4.44 5.33 -0.26
38 F 1.39 -0.80 -0.45
39 P 2.89 -2.70 -0.74
40 F 2.95 -2.06 -2.17
41 F 3.82 -3.89 -0.88
42 F 2.44 -2.85 0.78
43 F 1.50 -3.32 -1.13
44 F 3.88 -1.57 -0.25
45 C -6.92 -1.13 2.19
46 C -6.11 -2.23 1.50
47 C -5.20 -1.71 0.38
48 C -4.18 -0.67 0.84
49 N -3.36 -1.18 1.95
50 C -2.16 -1.73 1.87
51 S -1.27 -1.75 0.34
52 N -1.63 -2.32 2.93
53 C -0.46 -3.23 2.95
54 C -0.87 -4.69 2.73
55 C -1.68 -5.31 3.87
56 C -3.15 -4.90 3.93
57 H -7.61 -1.56 2.91
58 H -7.50 -0.56 1.47
59 H -6.29 -0.43 2.74
60 H -6.79 -2.95 1.06
61 H -5.52 -2.79 2.23
62 H -5.81 -1.23 -0.39
63 H -4.68 -2.54 -0.09
64 H -4.67 0.23 1.20
65 H -3.51 -0.40 0.03
66 H -3.88 -1.36 2.80
67 H -2.24 -2.42 3.73
68 H 0.01 -3.10 3.93
69 H 0.23 -2.91 2.18
70 H 0.06 -5.25 2.60
71 H -1.42 -4.76 1.79
72 H -1.19 -5.11 4.83
73 H -1.63 -6.40 3.74
74 H -3.31 -3.95 4.44
75 H -3.73 -5.63 4.49
76 H -3.59 -4.84 2.93
77 N 2.97 3.18 0.18
78 C 2.28 2.11 0.53
79 N 1.25 1.87 -0.29
80 C 1.31 2.90 -1.27
81 C 0.56 3.16 -2.42
82 C 0.92 4.25 -3.18
83 C 2.00 5.08 -2.84
84 C 2.76 4.83 -1.72
85 C 2.39 3.72 -0.97
86 H 3.80 3.52 0.64
87 H 2.56 1.51 1.37
88 H -0.27 2.55 -2.74
89 H 0.36 4.47 -4.09
90 H 2.24 5.92 -3.48
91 H 3.61 5.44 -1.46

---

[2]
The following is a DFT calculation (ωB97M-V/def2-TZVPD) of a 4-piece molecular cluster, C34H38F9NO12S overall.

Values from the calculation:
SMILES string: Cc1cccc(C[C@@]2(S(C)(=O)=O)OC(=O)[C@@](Cc3ccccc3C)(N=C=O)[C@H]2O)c1.CCOC(=O)C(F)(F)F.CCOC(=O)C(F)(F)F.CCOC(=O)C(F)(F)F
Total charge: 0
Orbital gap: 8.21 eV
LUMO: 0.0048 Ha

Positions of all 95 atoms, in Å:
1 C -0.73 -6.80 -1.34
2 C 0.40 -5.69 -1.72
3 C 1.89 -6.13 -1.41
4 C 3.04 -5.12 -1.72
5 C 2.66 -3.71 -2.34
6 C 1.21 -3.25 -2.65
7 C 0.95 -1.80 -3.29
8 C 1.30 -0.56 -2.28
9 S 3.13 -0.28 -1.87
10 C 4.22 -0.46 -3.38
11 O 3.31 1.18 -1.42
12 O 3.59 -1.13 -0.69
13 O 1.08 0.59 -3.19
14 C 0.18 1.59 -2.71
15 O 0.11 2.60 -3.45
16 C -0.57 1.16 -1.35
17 C -0.63 2.16 -0.09
18 C 0.64 3.13 0.07
19 C 0.89 4.32 -0.93
20 C 2.12 5.31 -0.89
21 C 3.20 5.12 0.25
22 C 2.94 3.96 1.29
23 C 1.71 2.98 1.24
24 C 1.63 1.87 2.41
25 N -1.91 0.66 -1.83
26 C -2.64 1.64 -2.30
27 O -3.16 2.73 -2.63
28 C 0.24 -0.24 -1.09
29 O -0.83 -1.23 -1.11
30 C 0.05 -4.29 -2.35
31 H -1.75 -6.50 -1.78
32 H -0.40 -7.86 -1.70
33 H -0.75 -6.81 -0.18
34 H 2.11 -7.17 -0.96
35 H 4.13 -5.38 -1.48
36 H 3.54 -3.01 -2.56
37 H -0.16 -1.73 -3.63
38 H 1.58 -1.71 -4.26
39 H 3.81 -1.28 -4.08
40 H 4.29 0.54 -3.96
41 H 5.28 -0.81 -3.07
42 H -0.63 1.48 0.85
43 H -1.62 2.76 -0.02
44 H 0.13 4.49 -1.77
45 H 2.19 6.12 -1.70
46 H 4.14 5.78 0.33
47 H 3.71 3.85 2.13
48 H 1.00 0.95 2.15
49 H 2.70 1.58 2.76
50 H 1.13 2.35 3.34
51 H 0.88 -0.34 -0.14
52 H -1.07 -1.34 -0.16
53 H -1.04 -4.03 -2.59
54 C -0.42 -1.70 7.52
55 C -0.56 -0.48 6.63
56 O -0.55 -0.87 5.24
57 C -1.72 -1.33 4.75
58 O -2.74 -1.44 5.39
59 C -1.58 -1.65 3.26
60 F -0.45 -2.35 2.98
61 F -1.54 -0.53 2.50
62 F -2.60 -2.39 2.79
63 H 0.48 -2.27 7.25
64 H -0.35 -1.40 8.57
65 H -1.27 -2.37 7.41
66 H 0.29 0.18 6.77
67 H -1.46 0.09 6.86
68 C -6.11 -6.04 1.13
69 C -6.25 -7.55 1.23
70 O -5.07 -8.20 0.73
71 C -4.02 -8.27 1.58
72 O -4.03 -7.83 2.70
73 C -2.86 -9.03 0.94
74 F -2.62 -8.63 -0.33
75 F -3.09 -10.36 0.89
76 F -1.70 -8.87 1.61
77 H -5.87 -5.75 0.11
78 H -7.04 -5.55 1.44
79 H -5.30 -5.68 1.77
80 H -7.08 -7.88 0.61
81 H -6.46 -7.87 2.26
82 C -0.44 11.04 -2.87
83 C 1.04 11.27 -3.09
84 O 1.80 10.83 -1.94
85 C 2.05 9.51 -1.87
86 O 1.68 8.70 -2.68
87 C 2.90 9.19 -0.64
88 F 2.46 9.82 0.48
89 F 4.19 9.57 -0.80
90 F 2.92 7.88 -0.34
91 H -0.77 11.52 -1.94
92 H -1.02 11.44 -3.70
93 H -0.66 9.97 -2.77
94 H 1.24 12.33 -3.20
95 H 1.40 10.77 -4.00

---

[3]
The following is a DFT calculation (ωB97M-V/def2-TZVPD) of C34H38NO7P4SSiV as an isolated structure.

Values from the calculation:
<S²>: 3.761
Total charge: -1
Relative energy (zero: lowest compared OMol25 entry of this formula, charge and spin): 217.3 kJ/mol
Spin multiplicity: 4
Orbital gap (spin up / spin down): 6.74 / 7.79 eV
LUMO (spin up / spin down): 0.0900 / 0.0899 Ha

Positions of all 87 atoms, in Å:
1 V -0.14 2.71 -0.42
2 C 3.73 0.89 -5.28
3 Si 4.16 1.14 -3.47
4 C 5.96 1.69 -3.37
5 C 4.01 -0.47 -2.55
6 C 3.13 2.54 -2.76
7 C 3.56 3.86 -2.96
8 C 2.88 4.94 -2.42
9 C 1.78 4.69 -1.62
10 N 1.36 3.44 -1.40
11 C 1.97 2.38 -1.99
12 S 1.02 0.95 -1.66
13 H 4.36 0.12 -5.72
14 H 3.87 1.81 -5.85
15 H 2.68 0.59 -5.40
16 H 6.61 0.90 -3.75
17 H 6.23 1.89 -2.33
18 H 6.15 2.59 -3.95
19 H 4.89 -1.10 -2.73
20 H 3.12 -1.02 -2.87
21 H 3.91 -0.31 -1.47
22 H 4.44 4.04 -3.57
23 H 3.19 5.96 -2.61
24 H 1.22 5.48 -1.15
25 O -3.51 4.16 -0.28
26 P -2.11 4.68 -0.85
27 O -2.22 6.01 -1.45
28 O -1.45 3.54 -1.63
29 O -1.17 4.82 0.56
30 P -1.01 3.62 1.66
31 O -1.76 4.16 2.97
32 O 0.45 3.41 1.88
33 O -1.77 2.46 1.07
34 H -3.35 3.32 0.18
35 H -1.14 4.65 3.52
36 C -1.41 -3.25 1.54
37 C -2.09 -2.23 2.47
38 P -2.02 -0.49 1.81
39 C -3.21 0.31 2.96
40 C -3.08 0.11 4.34
41 C -3.90 0.76 5.24
42 C -4.87 1.64 4.78
43 C -5.00 1.87 3.42
44 C -4.18 1.21 2.52
45 C -3.07 -0.64 0.31
46 C -2.71 0.01 -0.87
47 C -3.50 -0.08 -2.00
48 C -4.66 -0.85 -1.99
49 C -5.03 -1.51 -0.82
50 C -4.24 -1.40 0.31
51 P -0.13 -2.48 0.43
52 C 1.22 -2.16 1.64
53 C 1.85 -3.17 2.36
54 C 2.84 -2.87 3.29
55 C 3.22 -1.55 3.50
56 C 2.61 -0.54 2.78
57 C 1.61 -0.84 1.85
58 C 0.50 -3.99 -0.43
59 C 0.37 -5.31 0.00
60 C 0.88 -6.36 -0.75
61 C 1.53 -6.11 -1.95
62 C 1.65 -4.80 -2.40
63 C 1.13 -3.75 -1.65
64 H -2.15 -3.69 0.87
65 H -0.97 -4.05 2.13
66 H -1.51 -2.19 3.40
67 H -3.10 -2.53 2.73
68 H -2.31 -0.56 4.71
69 H -3.79 0.58 6.30
70 H -5.52 2.16 5.49
71 H -5.75 2.56 3.05
72 H -4.29 1.40 1.46
73 H -1.82 0.63 -0.93
74 H -3.21 0.45 -2.90
75 H -5.28 -0.92 -2.87
76 H -5.94 -2.11 -0.80
77 H -4.55 -1.91 1.22
78 H 1.57 -4.21 2.20
79 H 3.32 -3.67 3.84
80 H 3.99 -1.32 4.22
81 H 2.88 0.50 2.93
82 H 1.15 -0.02 1.32
83 H -0.15 -5.54 0.92
84 H 0.78 -7.38 -0.39
85 H 1.93 -6.92 -2.54
86 H 2.14 -4.60 -3.35
87 H 1.22 -2.73 -2.00

---

[4]
The following is a DFT calculation (ωB97M-V/def2-TZVPD) of C34H39BrN5O3PPd as an isolated structure.

Values from the calculation:
Total charge: +2
Relative energy (zero: lowest compared OMol25 entry of this formula, charge and spin): 227.5 kJ/mol
Orbital gap (spin up / spin down): 6.25 / 6.24 eV
LUMO (spin up / spin down): -0.2460 / -0.2462 Ha

Positions of all 84 atoms, in Å:
1 Pd 0.87 0.55 0.53
2 N 3.51 0.71 0.50
3 C 4.23 -0.51 0.33
4 C 5.62 -0.57 0.37
5 C 6.27 -1.78 0.17
6 C 5.54 -2.95 -0.02
7 C 4.15 -2.90 -0.04
8 C 3.51 -1.68 0.12
9 P 1.68 -1.61 0.13
10 C 1.16 -2.59 -1.30
11 C 1.88 -2.53 -2.50
12 C 1.45 -3.27 -3.60
13 C 0.30 -4.03 -3.51
14 C -0.45 -4.04 -2.35
15 C -0.03 -3.31 -1.25
16 C 1.26 -2.57 1.61
17 C 1.14 -3.95 1.63
18 C 0.80 -4.60 2.81
19 C 0.60 -3.87 3.97
20 C 0.74 -2.49 3.96
21 C 1.07 -1.83 2.79
22 H 3.65 1.33 -0.30
23 H 3.82 1.22 1.33
24 H 6.21 0.32 0.54
25 H 7.34 -1.83 0.18
26 H 6.04 -3.89 -0.14
27 H 3.58 -3.80 -0.16
28 H 2.77 -1.93 -2.58
29 H 2.01 -3.24 -4.52
30 H -0.03 -4.61 -4.36
31 H -1.36 -4.62 -2.29
32 H -0.60 -3.32 -0.33
33 H 1.31 -4.52 0.73
34 H 0.68 -5.67 2.81
35 H 0.34 -4.38 4.88
36 H 0.59 -1.93 4.87
37 H 1.18 -0.74 2.77
38 N -3.68 3.47 -1.77
39 C -2.48 4.25 -1.38
40 C -1.34 3.27 -1.06
41 N -1.67 2.28 -0.05
42 C -2.93 1.62 -0.32
43 C -4.09 2.58 -0.66
44 H -3.43 2.89 -2.59
45 H -4.45 4.09 -2.05
46 H -2.73 4.87 -0.52
47 H -2.17 4.90 -2.21
48 H -0.49 3.86 -0.72
49 H -1.05 2.73 -1.97
50 H -1.65 2.67 0.89
51 H -3.22 1.05 0.56
52 H -2.78 0.93 -1.15
53 H -4.34 3.21 0.20
54 H -4.98 2.02 -0.95
55 N -1.22 -0.55 0.88
56 C -2.09 -1.31 0.77
57 N -3.05 -2.15 0.61
58 C -3.99 -2.53 1.66
59 C -5.37 -1.95 1.34
60 O -5.80 -2.33 0.05
61 C -4.91 -1.95 -0.96
62 C -3.51 -2.54 -0.72
63 H -3.63 -2.18 2.63
64 H -4.07 -3.62 1.68
65 H -5.36 -0.85 1.42
66 H -6.12 -2.34 2.03
67 H -4.84 -0.85 -1.01
68 H -5.33 -2.32 -1.89
69 H -2.80 -2.20 -1.48
70 H -3.58 -3.63 -0.77
71 Br 1.92 7.11 -2.85
72 C 2.18 6.34 -1.13
73 C 2.64 7.11 -0.07
74 C 2.82 6.52 1.17
75 C 2.49 5.19 1.38
76 C 2.00 4.44 0.32
77 C 1.87 5.00 -0.94
78 C 1.54 3.03 0.48
79 O 1.32 2.52 1.60
80 O 1.31 2.37 -0.58
81 H 2.86 8.16 -0.22
82 H 3.20 7.12 1.98
83 H 2.61 4.73 2.35
84 H 1.54 4.38 -1.76

---

We obtain E values of -112876.52172, -97213.74566, -133266.23713, -132280.66601 eV for the records listed above, in that order.